{"formula": "C21H30BeNO2P2", "method": "the ωB97M-V functional and the def2-TZVPD basis", "lumo_energy_ev": -3.416, "e_homo_ev": -9.62, "e_above_lowest_ev": 3.349, "charge": 1, "elements": ["Be", "P", "C", "C", "N", "C", "C", "C", "C", "C", "P", "H", "H", "H", "H", "H", "H", "H", "H", "O", "H", "H", "O", "H", "C", "H", "H", "H", "C", "H", "H", "H", "C", "H", "H", "H", "C", "H", "H", "H", "C", "C", "C", "C", "C", "C", "C", "C", "C", "C", "H", "H", "H", "H", "H", "H", "H"], "positions_angstrom": [[0.0228, -0.3449, -0.2906], [2.1734, -0.7041, 0.0559], [2.2591, -1.2388, -1.6105], [1.0829, -1.5165, -2.3791], [-0.1524, -1.1734, -1.7967], [-1.3352, -1.2588, -2.4402], [-1.3972, -2.0219, -3.5741], [-0.2125, -2.4731, -4.2014], [1.0144, -2.1236, -3.6431], [-2.6597, -0.6092, -1.8918], [-2.3575, 0.9524, -1.0954], [1.9269, -2.3200, -4.2048], [-2.3753, -2.2673, -3.9564], [-0.2963, -3.0931, -5.0872], [-3.3658, -0.4414, -2.7418], [-3.0164, -1.2976, -1.1021], [3.8041, 2.4240, -3.3483], [3.2172, -1.2627, -2.1787], [1.2938, 3.2367, -0.4881], [3.6917, 2.4636, -4.2842], [2.7411, 2.6749, -4.3793], [-1.3675, 0.2044, -0.2064], [0.9674, 4.1247, -0.3440], [0.0674, 3.9714, -0.0287], [-2.2009, 2.3171, -2.3089], [-3.0382, 2.3334, -3.0660], [-2.1668, 3.3191, -1.8176], [-1.2431, 2.1933, -2.8574], [-3.4977, 1.4241, 0.2764], [-3.1480, 2.3857, 0.7225], [-4.5576, 1.4896, -0.0691], [-3.3497, 0.6571, 1.0690], [2.4087, -2.1741, 1.0737], [3.4802, -2.3625, 1.1790], [1.9615, -2.0877, 2.0692], [1.9379, -3.0259, 0.5735], [3.3455, 0.5585, 0.5877], [3.0548, 0.9858, 1.5523], [4.3408, 0.1277, 0.7097], [3.4214, 1.3752, -0.1362], [0.6426, 1.1681, 4.8838], [0.9122, 1.8149, 3.6503], [0.4479, 1.2730, 2.4610], [-0.2410, 0.0269, 2.5056], [-0.4752, -0.7498, 1.3746], [-1.3399, -1.8368, 1.3197], [-1.7240, -2.4221, 2.5410], [-1.3097, -1.8188, 3.7199], [-0.5930, -0.5964, 3.7561], [-0.1000, 0.0004, 4.9270], [1.0155, 1.5827, 5.8290], [1.4897, 2.7446, 3.6861], [0.6433, 1.8279, 1.5298], [-1.6876, -2.3016, 0.3898], [-2.2978, -3.3509, 2.5472], [-1.5299, -2.2701, 4.6823], [-0.3283, -0.5140, 5.8555]]}